Computed, not measured: a molecular structure, C33H42BrF6N7O5S2Sb2Sn in a non-equilibrium geometry, with ωB97M-V with the def2-TZVPD basis set.

Properties
* frontier orbital gap: 6.9 eV
* LUMO level: -0.99 eV
* ΔE to the lowest compared entry with this formula, charge and spin: 2.277 eV

The geometry in ORCA input format:
```
! RIJCOSX wB97M-V def2-TZVPD def2/J DEFGRID3
* xyz 0 1
Sn 0.8819 -0.5209 0.3654
N 0.9621 -0.5366 2.6948
C -0.0244 0.1511 3.5752
C -1.2759 -0.6296 3.7193
N -1.6332 -1.3073 2.4733
C -3.0296 -1.7820 2.6112
C -3.4264 -2.6033 1.4279
N -2.5858 -3.8219 1.3055
H 1.8698 -0.0825 2.7906
H 1.1632 -1.4600 3.0501
H 0.3888 0.3319 4.5512
H -0.1967 1.0986 3.1489
H -1.4391 -1.3087 4.6216
H -1.9929 0.1354 3.8102
H -0.9813 -2.0646 2.3404
H -3.1325 -2.4776 3.4432
H -3.6581 -0.8574 2.6292
H -4.4382 -2.9883 1.4932
H -3.4182 -1.9840 0.5069
H -2.3297 -4.0418 0.3493
H -1.6878 -3.7061 1.7155
C -3.4580 1.9158 -4.2476
Sb -1.7743 0.6711 -3.6809
C -0.4109 2.3824 -3.6871
C -1.3993 -0.0448 -5.7596
C -0.1325 0.2367 -6.4881
C -0.0659 1.3151 -7.3439
C 1.0476 1.5541 -8.1203
C 2.1259 0.6912 -8.0432
C 2.1148 -0.3176 -7.0729
C 1.0226 -0.5021 -6.2555
C 1.0215 -1.6838 -5.2977
Sb 1.3778 -1.0480 -3.2679
C 3.3405 -0.3103 -3.7120
C 1.6652 -3.0890 -2.5241
H -3.1591 2.8167 -4.8412
H -3.9645 2.3509 -3.3263
H -4.3508 1.4851 -4.6972
H -0.7626 3.0322 -4.5082
H 0.5302 2.0706 -4.0571
H -0.2187 2.9408 -2.7741
H -2.2624 0.4813 -6.2219
H -1.6871 -1.0673 -5.7868
H -0.9948 1.8297 -7.6363
H 0.9794 2.3256 -8.9034
H 2.9901 0.8706 -8.6770
H 2.9157 -1.0502 -7.1048
H 1.8009 -2.3524 -5.5644
H 0.1170 -2.2908 -5.3078
H 3.3432 0.6677 -4.2320
H 3.9070 -1.1335 -4.1955
H 3.9343 -0.1878 -2.7599
H 2.3695 -3.6098 -3.1588
H 0.5999 -3.5999 -2.5751
H 1.9527 -3.0212 -1.5018
Br -1.5609 0.8276 7.8333
C -1.6604 2.2182 6.4933
C -2.8819 2.7116 6.0474
C -2.7726 3.7207 5.0711
C -1.5571 4.2473 4.6183
C -0.3999 3.7837 5.2026
C -0.4831 2.8470 6.1914
N -1.4293 5.5089 3.8754
N -0.7136 5.5644 2.8244
C -0.0786 4.4225 2.2038
C 1.2761 4.3388 2.2427
C 2.0206 3.3474 1.6496
C 1.3803 2.3036 0.9956
O 1.9770 1.2448 0.4862
C -0.0208 2.3097 1.0322
N -0.6366 1.1585 0.5933
C -1.9342 1.0154 0.6896
C -2.7090 2.0908 1.1269
C -2.1415 3.2410 1.5291
C -0.7536 3.3769 1.5765
H -3.7988 2.2136 6.2842
H -3.6285 4.2110 4.6284
H 0.6020 4.0288 5.0043
H 0.4533 2.5029 6.6591
H 1.7823 5.1581 2.7075
H 3.1161 3.4078 1.6842
H -2.3044 -0.0058 0.4689
H -3.8091 2.0101 1.1690
H -2.7434 4.0340 1.8475
F 5.4717 -4.4557 1.8885
C 5.1287 -3.3298 1.2594
F 5.9040 -2.2882 1.5956
F 5.1904 -3.6440 -0.0370
S 3.4182 -2.9075 1.8114
O 3.0931 -1.7813 0.9573
O 3.4619 -2.5290 3.2101
N 2.6533 -4.2241 1.4315
S 1.1369 -4.3333 1.6123
O 0.4864 -3.2795 2.3634
O 0.5796 -4.7453 0.3502
C 1.0975 -5.7849 2.6953
F 1.9446 -5.5726 3.6842
F -0.1453 -5.9895 3.1447
F 1.4579 -6.8481 2.0048
*
```

Results of the Mulliken charge analysis, in e, for atoms 1 through 2: 1.28 -0.13



Computed, not measured: CH3NO4S in the gas phase in a non-equilibrium geometry, with ωB97M-V with the def2-TZVPD basis set.

Properties
* frontier orbital gap: 10.1 eV
* structure (SMILES): CS(=O)(=O)[N+](=O)[O-]
* LUMO level: -0.46 eV
* ΔE to the lowest compared entry with this formula, charge and spin: 2.557 eV

The geometry in ORCA input format:
```
! RIJCOSX wB97M-V def2-TZVPD def2/J DEFGRID3
* xyz 0 1
C 0.3534 0.3276 1.1925
S 0.3495 0.6347 -0.6166
O -0.3316 1.9015 -0.7822
O 1.5103 0.3811 -1.4361
N -0.8385 -1.0271 -0.9590
O -0.8436 -1.5926 0.1245
O -1.3878 -1.2436 -2.0055
H -0.6059 0.6964 1.6813
H 0.5093 -0.7950 1.2228
H 1.2849 0.7171 1.5781
*
```

Results of the Mulliken charge analysis, in e, for atoms 1 through 2: -0.77 0.98



Q: Among the records above, which one has the highest frontier orbital gap?
A: CH3NO4S



Q: LUMO level of number 2 (CH3NO4S)?
A: -0.46 eV



Q: LUMO level of number 1 (C33H42BrF6N7O5S2Sb2Sn)?
A: -0.99 eV